C3H5NO2 | wB97M-V/def2-TZVPD

Results
* largest force on an atom: 0.0492 Eh/bohr
* electronic energy: -8775.08482 eV
* structure (SMILES): O=C1CCON1
* relative energy (zero: lowest compared OMol25 entry of this formula, charge and spin): 2.6099 eV
* HOMO level: -9.53 eV
* orbital gap: 10.416 eV

Geometry as XYZ:
```
11
Properties=species:S:1:pos:R:3:forces:R:3:nbo_charge:R:1
C -1.182868 -0.240584 -0.088718 2.4 0.9 0.2 0.661
C -0.135017 0.899632 -0.342894 -1.7 1.3 -1.2 -0.548
C 1.083173 0.345197 0.296083 1.7 -1.1 0.8 -0.084
H -0.513459 1.883049 0.048487 0.5 -1.0 -0.5 0.245
H -0.060723 0.875427 -1.475037 0.2 0.6 1.2 0.236
H 2.157258 0.736233 0.119656 -2.0 -0.5 -0.2 0.218
H 0.928105 0.282246 1.394459 0.2 0.2 -0.4 0.178
H -0.616310 -2.217078 0.255025 0.5 0.2 -0.1 0.398
N -0.345019 -1.333337 -0.168051 -1.0 -0.9 0.2 -0.367
O -2.362009 -0.176262 0.140825 0.2 -0.4 -0.2 -0.574
O 1.046874 -1.054524 -0.179838 -0.7 0.7 0.3 -0.361
```
Forces are in eV/Å.